Formula: C31H25F7N4O10
Source: the Open Molecules 2025 dataset
Level of theory: ωB97M-V/def2-TZVPD

XYZ file:
```
77
Properties=species:S:1:pos:R:3
O 0.48820 -0.47033 1.69179
C 0.06213 0.50489 1.15567
C -0.53905 0.64058 -0.21503
C -1.08901 2.05958 -0.24053
C -0.31069 2.75952 0.87906
C 0.86691 3.61135 0.36604
F 1.13139 3.36941 -0.93431
F 0.47493 4.89684 0.44506
C 2.23558 3.55813 1.11415
F 1.99243 3.66537 2.43380
F 2.94728 4.62935 0.71523
C 3.17880 2.33648 0.88845
F 3.35100 2.09525 -0.41489
F 4.36721 2.60746 1.43326
F 2.69319 1.23030 1.46530
O 0.08875 1.71676 1.76455
H 0.25536 0.48388 -0.94442
H -1.32692 -0.09373 -0.35827
H -2.14040 2.04577 0.05081
H -1.06637 2.53707 -1.21518
H -0.94409 3.45154 1.43145
C -6.31121 5.13901 4.22078
C -5.12277 5.69214 3.76246
C -4.50149 5.17321 2.63781
C -5.09733 4.10228 1.99776
C -6.27928 3.53185 2.43224
C -6.88666 4.06220 3.55907
N -4.44459 3.54466 0.79812
O -3.39083 4.04248 0.44595
O -4.98912 2.61990 0.23221
H -6.79221 5.55013 5.09838
H -4.67661 6.53050 4.27966
H -3.57788 5.58412 2.25920
H -6.70368 2.69568 1.89749
H -7.81141 3.63264 3.91931
C 5.85543 -0.86491 -1.30181
C 5.61865 -1.48715 -2.52110
C 4.33121 -1.85566 -2.87644
C 3.30833 -1.59094 -1.98488
C 3.51361 -0.97451 -0.76475
C 4.80696 -0.60844 -0.42856
N 1.92990 -1.96038 -2.35437
O 1.74125 -2.47374 -3.43966
O 1.05026 -1.70558 -1.55361
H 6.86277 -0.57700 -1.03145
H 6.43741 -1.68431 -3.19952
H 4.11662 -2.33823 -3.81822
H 2.68010 -0.78818 -0.10364
H 4.99403 -0.12152 0.51939
C 1.38275 -3.81736 2.00312
C 2.39383 -2.94611 2.38416
C 3.65229 -3.43639 2.69511
C 3.86759 -4.79901 2.61206
C 2.87705 -5.68935 2.24015
C 1.62261 -5.18422 1.93545
N 5.21291 -5.32247 2.92072
O 6.06671 -4.52356 3.25343
O 5.39081 -6.51989 2.81997
H 0.40892 -3.41699 1.75362
H 2.19404 -1.88509 2.42754
H 4.45904 -2.78349 2.99180
H 3.09291 -6.74588 2.19087
H 0.83296 -5.86192 1.63970
C -3.43535 -3.71290 -4.67540
C -2.13803 -3.47998 -4.23926
C -1.74829 -2.20700 -3.85206
C -2.68830 -1.19457 -3.91628
C -3.98682 -1.39547 -4.34729
C -4.35671 -2.67423 -4.73065
N -2.28444 0.16177 -3.49873
O -1.13287 0.31096 -3.13912
O -3.11837 1.04407 -3.52889
H -3.73169 -4.70978 -4.97449
H -1.42138 -4.28906 -4.19877
H -0.74423 -2.00077 -3.50949
H -4.67998 -0.56837 -4.37833
H -5.36604 -2.85868 -5.07273
```

**E_tot**: -2866.47096 hartree
**Lowest unoccupied orbital energy**: -0.769 eV
**Kohn-Sham gap**: 0.331 Ha
**M**: 746.5 g mol⁻¹